[1]
DFT (ωB97M-V/def2-TZVPD) results for 6 unconnected molecules or ions with the total composition C15H39N3O6 in a non-equilibrium geometry.

As for the SMILES: CC(N)=O.CC(N)=O.CC(N)=O.CC(C)O.CC(C)O.CC(C)O. The value obtained for the orbital gap is 9.84 eV. The calculated total energy is -32941.6932 eV. The calculation puts the molar mass at 357.5 g/mol. The energy relative to the best compared isomer or geometry (same formula, charge and spin) comes out at 0.0 kcal per mole.

The geometry in XYZ format:
```
63
C15H39N3O6, DFT ωB97M-V/def2-TZVPD
C -0.3144 2.2552 -6.2214
C 1.0042 3.0934 -5.9677
C 1.1750 4.3372 -6.8671
O 0.8115 3.5231 -4.6615
H -1.2374 2.7358 -5.8970
H -0.3603 1.2926 -5.7122
H -0.3896 2.2046 -7.3076
H 1.8927 2.4652 -5.9053
H 1.2602 4.0422 -7.9129
H 2.0457 4.9530 -6.6418
H 0.2398 4.8970 -6.8526
H 0.5876 2.7883 -4.0857
C -3.0278 -7.0487 3.4692
C -1.7937 -5.9684 3.3595
C -1.0308 -5.4964 4.7068
O -0.8320 -6.5932 2.4426
H -3.7362 -6.5385 4.1219
H -2.5801 -8.0006 3.7546
H -3.4656 -7.2737 2.4967
H -2.0353 -5.0016 2.9179
H -0.5651 -6.3587 5.1840
H -1.7490 -5.1017 5.4255
H -0.1860 -4.8119 4.6303
H -1.3166 -6.7960 1.6391
C -1.1236 1.8540 6.0467
C -2.1405 2.1560 7.2441
C -2.0914 3.6697 7.4677
O -3.3955 1.8019 6.8473
H -0.0846 2.0817 6.2852
H -1.1347 2.4640 5.1434
H -1.1847 0.8031 5.7637
H -1.9911 1.5327 8.1257
H -2.1374 4.1593 6.4949
H -1.1702 3.9406 7.9837
H -2.8906 3.9257 8.1633
H -3.9135 2.6098 6.8261
O 0.9158 0.0747 -0.8645
C 1.4546 -0.0144 0.2595
N 1.1604 -1.0212 1.0758
C 2.5424 0.9629 0.7566
H 0.5976 -1.6755 0.5512
H 1.7149 -1.3488 1.8539
H 2.6994 0.9347 1.8348
H 2.4502 2.0339 0.5761
H 3.5104 0.6126 0.3985
O -1.7418 -6.7934 -2.7073
C -1.4348 -6.4117 -3.8860
N -1.0868 -5.1104 -4.1020
C -1.4059 -7.3031 -5.1443
H -0.7072 -4.8243 -4.9932
H -1.0340 -4.5253 -3.2805
H -0.4504 -7.8209 -5.2279
H -1.4557 -6.6130 -5.9866
H -2.2931 -7.9336 -5.2040
O 4.3544 8.5478 -2.4509
C 3.8456 7.4730 -2.2161
N 2.5540 7.3152 -2.5106
C 4.4803 6.3187 -1.5334
H 1.9914 8.0411 -2.9310
H 2.2114 6.3666 -2.5645
H 5.4542 6.2344 -2.0156
H 3.9564 5.3836 -1.7317
H 4.5776 6.4996 -0.4630
```

---

[2]
DFT (ωB97M-V/def2-TZVPD) results for a molecular structure, C15H40B2F8FeO15S5 in a non-equilibrium geometry.

Its spin multiplicity is 5. The value obtained for the orbital gap (spin up / spin down) is 10.70 / 9.11 eV. The calculated total energy is -158579.6883 eV. The calculation puts the molar mass at 850.3 g/mol. The energy relative to the best compared isomer or geometry (same formula, charge and spin) comes out at 117.3 kcal per mole.

The geometry in XYZ format:
```
86
C15H40B2F8FeO15S5, DFT ωB97M-V/def2-TZVPD
Fe -0.3648 0.4339 0.7557
B 0.9327 2.6049 2.7778
F 2.1945 2.0728 3.0415
F 0.4752 1.9884 1.6167
F -0.0126 2.5271 3.8409
F 1.1876 4.0044 2.5908
B -2.1859 -0.6400 1.8672
F -2.5212 -0.4788 0.5535
F -1.2848 -1.6006 1.9125
F -1.6916 0.5190 2.4064
F -3.2836 -1.0048 2.5906
O -0.9539 0.5144 -1.4222
S -1.7394 0.8137 -2.6673
O -1.5793 2.1195 -3.3471
O -1.5880 -0.4533 -3.7847
C -0.9463 -0.1310 -4.9612
C -0.5015 -1.3630 -5.7427
C -3.5548 0.4319 -2.3524
H -0.0654 0.4522 -4.6930
H -1.5872 0.5744 -5.4902
H -0.3189 -2.2130 -5.0852
H 0.3410 -1.1060 -6.3847
H -1.3283 -1.7033 -6.3661
H -3.9802 0.3880 -3.3550
H -3.8906 1.2918 -1.7729
H -3.7174 -0.5432 -1.8932
O -3.2845 3.4505 -1.1025
S -2.9526 2.9660 0.2296
O -1.7681 2.1593 0.5892
O -2.9513 4.2912 1.2393
C -2.5887 4.1355 2.5944
C -3.2972 5.2584 3.3905
C -4.5165 2.1945 1.0395
H -1.5129 4.2429 2.7326
H -2.8656 3.1691 3.0157
H -2.8173 5.1704 4.3652
H -4.3744 5.2711 3.5564
H -3.0432 6.3041 3.2168
H -5.3924 2.8365 1.1329
H -4.1936 1.8342 2.0163
H -4.5809 1.2737 0.4598
O 3.2281 -0.4810 3.5494
S 1.9758 -1.0082 3.0920
O 1.1720 -0.4011 2.0303
O 2.2344 -2.6128 2.7421
C 3.0935 -3.4254 3.5429
C 2.5960 -4.8762 3.4831
C 0.8704 -1.1104 4.5835
H 3.1088 -3.2870 4.6240
H 4.1018 -3.3652 3.1335
H 2.7790 -5.3168 2.5031
H 1.5105 -4.9273 3.5670
H 2.9882 -5.5289 4.2630
H 0.7313 -0.0341 4.6846
H 1.5037 -1.5223 5.3693
H -0.0311 -1.6531 4.2989
O 0.2662 -1.3563 -0.1317
S 1.2755 -2.3072 -0.6086
O 2.6708 -2.0225 -0.4612
O 1.0278 -3.8309 -0.0302
C -0.2472 -4.3291 -0.2054
C -0.3811 -5.1970 1.0381
C 1.0230 -2.6999 -2.4347
H -0.1842 -4.8654 -1.1522
H -1.0444 -3.5867 -0.1678
H 0.2116 -6.1112 1.0041
H -1.4080 -5.5251 1.1992
H -0.1901 -4.6203 1.9431
H 1.6884 -2.0360 -2.9865
H -0.0048 -2.5663 -2.7721
H 1.4156 -3.6334 -2.8379
O 1.5030 1.0176 -0.4911
S 2.3634 1.1722 -1.6980
O 2.0156 0.3522 -2.8762
O 2.3309 2.7704 -2.0506
C 2.8634 3.3963 -3.1735
C 2.4197 2.6839 -4.4496
C 4.0942 0.9373 -1.2135
H 3.9494 3.3022 -3.1750
H 2.5823 4.4491 -3.1494
H 3.0406 1.8471 -4.7695
H 2.4203 3.3456 -5.3158
H 1.4496 2.2623 -4.1863
H 4.2009 -0.1469 -1.2487
H 4.2348 1.3142 -0.2004
H 4.6543 1.4774 -1.9767
```

---

[3]
DFT (ωB97M-V/def2-TZVPD) results for 6 unconnected molecules or ions with the total composition C15H40B3F3O9 in a non-equilibrium geometry.

As for the SMILES: OCCCCB1OBOB(C(F)(F)F)O1.CCO.CCO.CCO.CCO.CCO. The value obtained for the orbital gap is 10.17 eV. The calculated total energy is -44818.9927 eV. The calculation puts the molar mass at 453.9 g/mol.

The geometry in XYZ format:
```
70
C15H40B3F3O9, DFT ωB97M-V/def2-TZVPD
O 1.3072 0.0929 1.4325
C 1.1564 1.4822 1.1439
C 0.4526 1.7237 -0.1980
C -1.0711 1.9225 -0.1107
C -1.7836 0.9620 0.8970
B -2.7833 0.0186 0.1822
O -2.5267 -1.3269 -0.0896
B -3.5685 -2.2272 0.0018
O -4.8878 -1.7619 -0.0657
B -5.0429 -0.4238 0.1925
C -6.2935 0.0835 1.0748
F -6.3649 1.4194 1.1662
F -6.1592 -0.3909 2.3350
F -7.4898 -0.3437 0.6241
O -4.0763 0.4646 -0.2039
H 2.0632 -0.2518 0.9376
H 2.1308 1.9854 1.1656
H 0.5358 1.8724 1.9628
H 0.6805 0.8913 -0.8791
H 0.8897 2.6234 -0.6559
H -1.4811 1.7456 -1.1185
H -1.3213 2.9645 0.1232
H -1.0632 0.3518 1.4497
H -2.3541 1.5521 1.6273
H -3.3735 -3.3783 0.2032
C -3.4200 5.7667 1.7579
C -2.0214 5.7058 2.3416
O -1.0490 5.3077 1.3797
H -3.7011 4.7986 1.3416
H -4.1495 6.0429 2.5202
H -3.4726 6.5064 0.9553
H -1.9702 4.9585 3.1328
H -1.7457 6.6721 2.7770
H -1.0490 5.9542 0.6669
C 3.9983 -2.0085 2.9686
C 4.7254 -0.7591 3.4322
O 3.9959 0.4255 3.1428
H 3.7982 -1.9578 1.8968
H 4.5896 -2.9032 3.1726
H 3.0386 -2.1097 3.4796
H 5.6756 -0.6538 2.9077
H 4.9429 -0.8192 4.5045
H 3.1410 0.3703 3.5826
C 2.1621 -3.7693 -1.5890
C 1.3750 -2.5496 -1.1580
O 2.2376 -1.4437 -0.8793
H 2.8733 -4.0603 -0.8164
H 1.4967 -4.6096 -1.7947
H 2.7362 -3.5539 -2.4919
H 0.8241 -2.7366 -0.2373
H 0.6496 -2.2633 -1.9263
H 2.7228 -1.2412 -1.6861
C 7.0822 -1.5110 -0.8257
C 5.7219 -2.1599 -0.6586
O 5.3825 -3.0056 -1.7565
H 7.1149 -0.9282 -1.7467
H 7.3029 -0.8500 0.0136
H 7.8697 -2.2667 -0.8781
H 4.9368 -1.4062 -0.6124
H 5.6831 -2.7294 0.2766
H 6.0465 -3.7002 -1.8067
C -4.2017 -0.2895 -4.9161
C -4.1846 -1.6202 -4.1887
O -3.4000 -1.5747 -3.0004
H -3.1862 0.0191 -5.1660
H -4.7840 -0.3549 -5.8361
H -4.6449 0.4878 -4.2888
H -3.7313 -2.3917 -4.8100
H -5.2059 -1.9386 -3.9527
H -3.7814 -0.9014 -2.4265
```